# 1
Computed, not measured: C17H10Br2Cl3N2O5SiSn as an isolated structure at a distorted geometry, with wB97M-V/def2-TZVPD.

Values from the calculation:
Frontier orbital gap in Eh: 0.221
E_LUMO in hartree: 0.044
Highest occupied orbital energy in eV: -4.820
Energy relative to the best compared isomer or geometry (same formula, charge and spin) in kJ/mol: 50.9
E in eV: -222375.883
Charge: -1

CARTESIAN COORDINATES (ANGSTROEM)
Sn  -2.43  1.19  -0.67
C  0.54  2.88  -0.64
C  0.68  1.63  -1.34
C  1.92  1.27  -1.97
C  1.96  0.25  -2.81
C  0.92  -0.70  -2.88
C  0.93  -1.98  -3.50
Br  2.41  -2.65  -4.59
C  -0.08  -2.85  -3.22
C  -1.24  -2.46  -2.54
Br  -2.60  -3.77  -2.15
C  -1.44  -1.18  -2.09
O  -2.54  -0.71  -1.53
C  -0.28  -0.36  -2.19
N  -0.36  0.88  -1.53
H  1.56  3.27  -0.28
H  -0.14  2.78  0.23
H  0.07  3.63  -1.21
H  2.80  1.95  -1.85
H  2.81  0.05  -3.47
H  0.02  -3.90  -3.67
Cl  -3.40  3.48  -5.03
Si  -1.92  2.50  -3.90
Cl  -0.22  3.91  -4.23
Cl  -1.19  1.10  -5.39
O  -1.43  1.89  1.82
C  -1.19  0.67  1.73
O  -1.39  -0.11  0.73
C  -0.58  -0.03  2.88
C  -0.20  0.71  3.99
C  0.34  0.05  5.09
C  0.56  -1.32  4.98
C  0.31  -2.06  3.81
C  -0.23  -1.35  2.74
N  1.36  -1.86  6.05
O  1.41  -1.26  7.10
O  1.91  -2.88  5.81
H  -0.36  1.74  4.07
H  0.71  0.60  5.98
H  0.50  -3.16  3.77
H  -0.51  -1.88  1.90

These are the Löwdin partial charges, in e, on atoms 1 to 4:
1. Sn 1.260
2. C -0.043
3. C -0.359
4. C -0.001

# 2
Computed, not measured: C17H10BrClI3N2RhS2 as an isolated structure at a distorted geometry, with wB97M-V/def2-TZVPD.

Values from the calculation:
Frontier orbital gap in Eh: 0.173
E_LUMO in hartree: -0.120
Highest occupied orbital energy in eV: -7.977
Energy relative to the best compared isomer or geometry (same formula, charge and spin) in kJ/mol: 30.8
E in eV: -152316.518

CARTESIAN COORDINATES (ANGSTROEM)
Rh  -0.12  0.06  -0.32
S  1.08  0.50  1.55
C  1.99  -0.95  1.32
S  1.52  -1.58  -0.22
C  2.88  -1.49  2.20
C  3.55  -2.71  1.88
N  4.07  -3.70  1.62
C  3.14  -0.85  3.45
N  3.35  -0.33  4.45
Cl  -0.41  -3.68  -1.69
C  -1.27  -2.31  -2.30
C  -1.52  -2.26  -3.66
C  -2.32  -1.26  -4.18
C  -2.89  -0.31  -3.35
C  -2.63  -0.35  -2.00
C  -1.81  -1.33  -1.42
C  -1.59  -1.34  0.03
H  -1.10  -3.03  -4.29
H  -2.51  -1.23  -5.25
H  -3.53  0.47  -3.76
H  -3.08  0.39  -1.34
H  -1.18  -2.24  0.47
H  -2.32  -0.83  0.64
Br  2.14  -1.58  -4.08
C  0.98  -0.39  -4.97
C  0.57  -0.71  -6.26
C  -0.29  0.13  -6.95
C  -0.76  1.29  -6.35
C  -0.34  1.62  -5.07
C  0.53  0.78  -4.38
I  1.22  1.42  -2.52
H  0.93  -1.62  -6.72
H  -0.61  -0.13  -7.95
H  -1.43  1.95  -6.88
H  -0.69  2.53  -4.59
I  -1.61  2.19  0.33
I  -2.70  3.46  -1.94

These are the Löwdin partial charges, in e, on atoms 1 to 4:
1. Rh -0.066
2. S 0.555
3. C -1.065
4. S 0.589